{
  "formula": "C42H30N7O6ReS",
  "method": "the ωB97M-V functional and the def2-TZVPD basis",
  "elements": ["Re", "S", "O", "O", "O", "O", "O", "O", "N", "N", "N", "N", "N", "N", "N", "C", "C", "C", "C", "C", "C", "C", "C", "C", "C", "C", "C", "C", "C", "C", "C", "C", "C", "C", "C", "C", "C", "C", "C", "C", "C", "C", "C", "C", "C", "C", "C", "C", "C", "C", "C", "C", "C", "C", "C", "C", "C", "H", "H", "H", "H", "H", "H", "H", "H", "H", "H", "H", "H", "H", "H", "H", "H", "H", "H", "H", "H", "H", "H", "H", "H", "H", "H", "H", "H", "H", "H"],
  "coordinates": [[-0.387, -0.093, -0.192], [-4.557, 6.157, 0.322], [-1.294, -1.063, 2.544], [-0.330, -1.746, -1.422], [0.555, 2.680, -1.311], [-2.846, -1.166, 0.970], [0.745, 0.605, -2.063], [2.479, -0.344, 4.405], [0.164, 0.154, -4.651], [0.969, -1.154, 0.896], [1.040, -1.005, 2.263], [-0.555, 1.687, 0.985], [-3.367, 5.631, 1.267], [-4.587, 4.974, -0.765], [-1.968, 0.920, -1.135], [0.043, 1.520, -4.752], [0.577, 1.880, -2.251], [-0.006, -0.790, -5.685], [-0.006, 3.254, 2.704], [-2.942, 4.492, 0.755], [1.300, 0.101, 6.365], [1.867, -3.801, -3.345], [0.124, 0.214, 7.072], [-2.335, 2.085, -0.559], [-1.101, -0.059, 6.460], [1.926, -1.908, 0.386], [-2.645, -2.209, -8.021], [-2.497, -0.337, -5.814], [1.295, -0.282, 5.024], [-0.204, -2.681, -7.708], [-1.582, 2.492, 0.611], [-0.311, 2.118, -5.975], [-3.566, 1.269, -2.864], [0.737, -3.162, -2.927], [-2.560, 0.526, -2.260], [1.931, -2.403, -0.930], [-0.032, -0.884, 2.978], [-1.127, -0.438, 5.140], [1.109, -1.540, -6.062], [0.225, 2.089, 1.985], [-3.651, 4.110, -0.423], [3.072, -3.094, -1.391], [0.059, -0.555, 4.393], [-0.406, 3.488, -6.098], [0.206, 3.750, -3.805], [1.010, -2.483, -7.066], [-0.147, 4.317, -5.011], [-1.244, -1.017, -6.297], [-3.338, 2.882, -1.111], [-1.714, -0.882, 1.219], [-3.964, 2.455, -2.286], [-1.331, -1.960, -7.334], [0.736, -2.386, -1.740], [-1.859, 3.689, 1.270], [3.058, -3.754, -2.587], [0.303, 2.369, -3.641], [-1.062, 4.064, 2.355], [-2.020, 0.016, 7.023], [2.710, -2.235, 1.064], [-0.173, -3.185, -3.512], [-1.279, 4.987, 2.876], [0.155, 0.521, 8.108], [2.258, 0.300, 6.827], [-0.469, 1.482, -6.835], [-0.208, 5.392, -5.112], [-4.745, 3.065, -2.720], [-2.522, -2.884, -8.866], [2.060, -1.344, -5.581], [-0.277, -3.409, -8.507], [1.884, -3.045, -7.371], [3.964, -3.083, -0.777], [-0.670, 3.918, -7.056], [0.414, 4.373, -2.945], [-2.292, 0.390, -5.032], [-3.367, -2.653, -7.330], [1.849, -4.350, -4.277], [-3.080, -1.279, -8.389], [1.078, 1.470, 2.223], [-3.191, -1.085, -5.420], [-2.208, -0.408, -2.679], [-3.010, 0.174, -6.630], [0.628, -0.138, -3.805], [0.655, 3.511, 3.519], [-4.022, 0.909, -3.774], [-2.066, -0.650, 4.650], [3.951, -4.250, -2.941], [2.338, -0.645, 3.489]],
  "forces_ev_per_a": [[1.767, -0.951, -0.973], [-0.051, 0.072, 0.008], [0.079, -0.071, 0.490], [-0.687, 0.884, 0.803], [-0.018, -0.251, -0.088], [0.039, -0.047, 0.268], [-0.521, -0.675, 1.291], [0.197, -0.008, -0.082], [-0.246, 0.071, 0.476], [-0.837, 0.601, -0.343], [0.415, 0.065, 0.439], [-0.187, 0.068, -0.130], [0.066, 0.125, 0.137], [-0.140, 0.014, -0.154], [-0.156, 0.012, -0.290], [0.163, 0.352, -0.109], [-0.049, 0.891, -0.077], [0.166, -0.158, -0.282], [-0.122, 0.139, 0.048], [-0.277, -0.062, -0.402], [0.108, 0.007, 0.059], [-0.093, 0.044, 0.017], [0.036, -0.010, -0.098], [-0.204, 0.098, -0.220], [-0.078, -0.028, 0.076], [0.145, -0.360, -0.415], [0.027, 0.020, 0.069], [0.073, -0.013, -0.071], [-0.399, 0.016, 0.042], [0.011, 0.012, 0.014], [0.054, 0.184, 0.254], [0.063, -0.169, 0.122], [-0.143, 0.068, 0.063], [-0.141, 0.050, -0.050], [-0.003, -0.120, -0.034], [-0.495, 0.415, 0.270], [-0.136, -0.180, -0.447], [0.055, -0.003, -0.027], [-0.034, 0.151, -0.071], [0.182, -0.101, -0.015], [0.175, 0.171, 0.447], [0.187, -0.275, -0.234], [0.086, 0.097, 0.152], [0.002, -0.014, 0.061], [-0.072, 0.081, -0.081], [0.025, -0.081, -0.009], [0.018, 0.142, 0.005], [0.041, -0.080, 0.152], [0.147, -0.269, -0.033], [-0.122, 0.213, -0.812], [0.084, -0.060, 0.081], [0.042, 0.012, 0.021], [0.619, -0.242, -0.230], [0.171, -0.269, -0.034], [0.132, 0.114, 0.283], [-0.073, -0.430, -0.034], [0.018, -0.113, -0.055], [-0.002, 0.020, -0.027], [0.012, 0.117, 0.027], [0.012, 0.026, -0.008], [0.034, 0.002, 0.015], [-0.002, -0.028, 0.012], [-0.013, 0.013, -0.009], [-0.042, 0.012, -0.032], [-0.002, -0.016, -0.005], [0.003, 0.004, -0.019], [-0.005, -0.019, 0.018], [-0.017, 0.027, 0.006], [-0.022, 0.022, -0.006], [-0.022, -0.002, 0.011], [0.000, -0.021, -0.007], [0.001, -0.009, -0.010], [-0.008, -0.037, 0.006], [0.099, -0.019, -0.114], [-0.036, 0.001, -0.039], [0.001, 0.015, -0.018], [-0.028, -0.011, -0.024], [-0.007, -0.083, -0.050], [-0.050, 0.002, -0.019], [0.017, 0.029, -0.016], [-0.025, 0.065, 0.026], [0.033, -0.169, 0.019], [0.017, -0.022, -0.015], [0.008, 0.010, 0.044], [-0.006, -0.006, 0.046], [-0.027, -0.033, -0.010], [-0.034, -0.034, -0.052]],
  "mulliken_spin": [1.28, 0.00, 0.00, -0.11, 0.02, 0.04, 0.02, 0.00, 0.00, -0.06, -0.01, -0.07, 0.00, 0.00, -0.02, -0.01, 0.01, 0.00, 0.00, 0.00, 0.00, 0.03, 0.00, 0.01, 0.00, 0.05, 0.00, 0.00, -0.01, 0.00, -0.01, 0.00, 0.00, -0.02, 0.03, -0.06, -0.01, 0.00, 0.00, 0.01, 0.00, 0.06, 0.00, 0.00, 0.00, 0.00, 0.00, 0.00, 0.00, -0.05, 0.01, 0.00, -0.05, 0.00, -0.07, 0.00, 0.01, 0.00, 0.00, 0.00, 0.00, 0.00, 0.00, 0.00, 0.00, 0.00, 0.00, 0.00, 0.00, 0.00, 0.00, 0.00, 0.00, 0.00, 0.00, 0.00, 0.00, 0.00, 0.00, 0.00, 0.00, 0.00, 0.00, 0.00, 0.00, 0.00, 0.00],
  "total_charge": 1,
  "orbital_gap_ev": [3.96, 4.84],
  "spin_multiplicity": 2,
  "de_lowest_kcal_mol": 43.7,
  "largest_force_ev_per_a": 2.23
}


{
  "formula": "C42H32LuN4O2P2S",
  "method": "the ωB97M-V functional and the def2-TZVPD basis",
  "elements": ["Lu", "S", "P", "P", "O", "O", "N", "N", "N", "N", "C", "C", "C", "C", "C", "C", "C", "C", "C", "C", "C", "C", "C", "C", "C", "C", "C", "C", "C", "C", "C", "C", "C", "C", "C", "C", "C", "C", "C", "C", "C", "C", "C", "C", "C", "C", "C", "C", "C", "C", "C", "C", "H", "H", "H", "H", "H", "H", "H", "H", "H", "H", "H", "H", "H", "H", "H", "H", "H", "H", "H", "H", "H", "H", "H", "H", "H", "H", "H", "H", "H", "H", "H", "H"],
  "coordinates": [[-0.033, 2.161, 0.981], [-3.771, 3.812, -1.145], [-1.110, 0.035, -4.041], [-0.259, 0.180, -0.806], [3.001, -1.243, 5.161], [3.643, -0.006, 6.990], [1.041, 2.027, 2.938], [-1.617, 1.747, 2.694], [2.247, 2.783, 0.657], [-1.205, 3.534, -0.128], [-2.942, 1.888, 2.545], [3.857, -0.275, -0.437], [-1.308, -3.773, -0.419], [-1.910, 1.713, 5.058], [2.420, 0.804, 5.019], [-3.808, 1.935, 3.616], [-4.409, -2.162, -2.870], [0.375, 1.540, 4.013], [3.131, -0.230, 5.912], [1.764, -2.939, -4.291], [-0.562, -2.160, -5.579], [3.045, 2.521, 1.711], [1.024, 0.962, 5.068], [-2.669, -0.542, -3.270], [3.099, 1.367, 3.930], [-0.213, 0.759, -2.564], [2.622, 0.013, -1.005], [4.129, 3.562, -0.586], [-2.515, -3.675, 0.263], [-3.279, 1.842, 4.895], [2.785, -1.015, 1.591], [-2.309, 3.664, -0.564], [1.040, -1.850, -3.821], [2.393, 1.945, 2.915], [4.955, 3.297, 0.498], [1.316, -3.649, -5.394], [1.455, -0.241, -0.290], [-0.614, -2.632, -0.785], [-3.027, -2.430, 0.590], [-5.215, -1.177, -2.317], [-1.134, -1.377, -0.479], [-4.751, 0.130, -2.239], [3.941, -0.782, 0.855], [0.148, -3.259, -6.038], [-3.142, -1.848, -3.350], [-1.100, 1.672, 3.938], [-2.336, -1.284, 0.223], [4.406, 2.779, 1.657], [2.785, 3.297, -0.456], [-0.140, -1.457, -4.445], [-3.490, 0.445, -2.719], [1.552, -0.747, 1.016], [0.645, -0.973, 1.572], [-4.768, -3.182, -2.935], [-1.469, 1.665, 6.043], [-3.961, -2.344, 1.133], [1.886, -4.493, -5.766], [6.017, 3.504, 0.445], [-3.928, 1.879, 5.760], [2.587, 0.426, -2.006], [0.474, 0.554, 5.907], [1.415, -1.302, -2.968], [-0.898, -4.747, -0.659], [4.908, -0.995, 1.294], [-0.197, -3.801, -6.911], [-2.524, -2.627, -3.778], [0.832, 0.853, -2.862], [-1.455, -1.835, -6.103], [-6.207, -1.424, -1.959], [-5.381, 0.908, -1.823], [4.758, -0.102, -1.013], [0.338, -2.732, -1.285], [-3.054, -4.572, 0.543], [-2.732, -0.307, 0.472], [-4.869, 2.052, 3.446], [-0.606, 1.776, -2.521], [2.097, 3.510, -1.265], [2.682, -3.232, -3.795], [4.517, 3.977, -1.505], [2.844, -1.399, 2.607], [-3.155, 1.478, -2.686], [-3.310, 1.964, 1.528], [4.175, 1.264, 3.874], [5.029, 2.599, 2.521]],
  "forces_ev_per_a": [[0.062, 0.097, -0.043], [-0.093, 0.073, 0.029], [0.200, 0.047, 0.242], [0.139, -0.972, -0.660], [0.171, 0.250, 0.446], [-0.162, 0.027, -0.178], [0.140, -0.145, 0.260], [0.196, 0.274, -0.039], [-0.192, 0.023, 0.272], [-0.211, 0.239, -0.062], [0.073, -0.064, -0.147], [0.013, 0.021, -0.013], [0.052, -0.062, -0.048], [0.004, -0.022, 0.125], [0.002, -0.256, 0.176], [-0.053, -0.025, 0.048], [0.037, -0.009, 0.000], [0.138, 0.297, -0.118], [-0.152, -0.206, -0.696], [0.006, 0.006, -0.003], [-0.010, -0.046, 0.084], [0.003, -0.069, -0.098], [0.133, -0.135, 0.260], [0.000, -0.075, -0.123], [0.186, -0.047, 0.189], [-0.117, -0.033, 0.040], [0.026, -0.050, 0.011], [0.154, 0.021, -0.002], [-0.046, -0.004, -0.008], [-0.057, 0.014, -0.004], [0.027, -0.058, 0.091], [0.161, 0.035, -0.006], [-0.028, -0.022, 0.016], [-0.184, 0.366, 0.059], [-0.021, 0.014, 0.002], [0.034, -0.018, -0.009], [-0.118, 0.063, 0.132], [0.002, -0.014, 0.003], [-0.038, 0.105, 0.009], [0.013, -0.047, 0.020], [-0.244, 0.230, 0.103], [-0.011, 0.016, 0.073], [-0.003, 0.024, -0.010], [-0.019, 0.034, -0.002], [-0.003, -0.012, 0.134], [-0.019, -0.183, -0.115], [0.069, -0.061, -0.138], [0.120, 0.051, 0.047], [-0.228, 0.033, -0.070], [-0.190, -0.043, -0.090], [0.066, 0.035, -0.046], [-0.015, 0.068, -0.107], [0.006, -0.021, 0.052], [0.014, 0.022, -0.003], [-0.015, 0.002, 0.002], [0.031, -0.024, -0.041], [-0.049, 0.034, 0.037], [-0.033, 0.000, 0.002], [0.022, 0.009, -0.005], [0.024, -0.026, 0.025], [0.020, 0.002, -0.047], [-0.003, -0.045, 0.069], [-0.029, 0.050, 0.009], [-0.029, -0.008, -0.030], [0.006, 0.043, 0.037], [-0.001, 0.001, -0.001], [0.016, 0.042, -0.032], [0.031, -0.046, -0.021], [0.028, 0.004, -0.011], [0.055, -0.014, -0.019], [-0.020, 0.005, 0.039], [0.071, 0.040, -0.100], [0.044, 0.027, 0.004], [-0.080, 0.024, 0.002], [0.015, -0.007, 0.016], [0.040, 0.090, 0.058], [-0.010, -0.011, -0.019], [-0.032, 0.028, -0.012], [-0.031, -0.007, 0.025], [-0.006, 0.035, -0.031], [-0.037, -0.040, -0.017], [-0.004, 0.038, -0.008], [-0.034, -0.011, 0.025], [-0.019, -0.018, -0.039]],
  "lowdin_charge": [1.56, 0.69, 1.06, 0.95, 0.01, 0.06, -0.03, -0.02, -0.01, -0.17, -0.11, -0.06, -0.05, 0.02, -0.04, -0.02, -0.07, -0.20, -0.68, -0.07, -0.12, -0.20, 0.07, -0.40, 0.05, -0.50, -0.11, -0.03, -0.06, -0.01, -0.04, -0.98, -0.11, -0.22, -0.01, -0.07, -0.42, -0.07, -0.06, -0.08, -0.38, -0.09, -0.05, -0.07, -0.09, -0.20, -0.11, 0.02, -0.12, -0.40, -0.14, -0.12, 0.11, 0.11, 0.13, 0.11, 0.11, 0.13, 0.13, 0.10, 0.14, 0.06, 0.12, 0.12, 0.11, 0.10, 0.02, 0.11, 0.11, 0.10, 0.12, 0.10, 0.11, 0.08, 0.12, 0.01, 0.12, 0.11, 0.12, 0.11, 0.06, 0.10, 0.14, 0.12],
  "total_charge": 1,
  "orbital_gap_ev": [6.79, 6.78],
  "spin_multiplicity": 1,
  "de_lowest_kcal_mol": 0.0,
  "largest_force_ev_per_a": 1.18
}